[1]
{"formula": "C51H49BClCrF4GeN3O3P2S2", "method": "ωB97M-V with the def2-TZVPD basis set", "elements": ["Cr", "O", "S", "C", "C", "C", "C", "C", "C", "P", "C", "C", "C", "C", "C", "C", "C", "C", "C", "C", "C", "C", "C", "C", "C", "C", "C", "C", "P", "C", "C", "C", "C", "C", "C", "C", "C", "C", "C", "C", "C", "H", "H", "H", "H", "H", "H", "H", "H", "H", "H", "H", "H", "H", "H", "H", "H", "H", "H", "H", "H", "H", "H", "H", "H", "H", "H", "H", "H", "C", "C", "C", "N", "N", "C", "N", "S", "H", "H", "H", "H", "H", "H", "H", "F", "B", "F", "F", "F", "C", "Ge", "C", "C", "C", "H", "H", "H", "H", "H", "H", "H", "H", "H", "H", "Cl", "C", "C", "C", "C", "C", "C", "C", "O", "O", "H", "H", "H", "H"], "xyz": [[0.12, -0.56, 0.40], [-2.82, 0.85, -2.74], [-1.77, 0.96, -1.68], [0.12, 0.04, -3.63], [-0.30, -0.29, -4.92], [0.34, -1.25, -5.70], [1.42, -1.95, -5.18], [1.88, -1.66, -3.91], [1.24, -0.65, -3.17], [1.81, -0.21, -1.48], [3.37, -1.17, -1.31], [3.59, -2.05, -0.26], [4.78, -2.75, -0.15], [5.77, -2.58, -1.11], [5.56, -1.70, -2.16], [4.38, -1.00, -2.26], [2.53, 1.47, -1.73], [1.93, 2.38, -2.59], [2.56, 3.58, -2.89], [3.79, 3.88, -2.32], [4.36, 3.00, -1.41], [3.73, 1.80, -1.11], [-2.82, 1.53, -0.27], [-4.16, 1.78, -0.51], [-4.94, 2.42, 0.45], [-4.37, 2.81, 1.65], [-3.02, 2.57, 1.88], [-2.23, 1.96, 0.91], [-0.42, 1.76, 1.11], [0.21, 3.33, 0.42], [-0.58, 4.19, -0.33], [-0.11, 5.44, -0.70], [1.17, 5.83, -0.33], [1.98, 4.96, 0.38], [1.51, 3.71, 0.74], [-0.16, 2.14, 2.88], [0.19, 1.17, 3.81], [0.37, 1.49, 5.15], [0.21, 2.80, 5.58], [-0.13, 3.79, 4.66], [-0.30, 3.46, 3.33], [-1.18, 0.20, -5.32], [-0.02, -1.47, -6.70], [1.91, -2.73, -5.76], [2.71, -2.23, -3.50], [2.84, -2.18, 0.50], [4.94, -3.40, 0.69], [6.71, -3.11, -1.02], [6.33, -1.56, -2.91], [4.23, -0.30, -3.08], [0.98, 2.13, -3.05], [2.09, 4.27, -3.57], [4.29, 4.81, -2.56], [5.30, 3.24, -0.94], [4.18, 1.13, -0.39], [-4.57, 1.48, -1.46], [-5.99, 2.61, 0.26], [-4.96, 3.29, 2.42], [-2.59, 2.87, 2.83], [-1.59, 3.90, -0.61], [-0.74, 6.11, -1.28], [1.54, 6.81, -0.61], [2.99, 5.25, 0.65], [2.15, 3.04, 1.30], [0.35, 0.15, 3.50], [0.66, 0.72, 5.84], [0.37, 3.05, 6.62], [-0.25, 4.81, 4.98], [-0.56, 4.25, 2.63], [2.93, -4.72, -3.03], [1.43, -4.65, -2.78], [1.11, -4.10, -1.43], [0.68, -2.92, -1.22], [0.50, -2.61, 0.11], [0.82, -3.60, 0.92], [0.78, -3.59, 2.24], [1.35, -5.01, 0.05], [3.12, -5.13, -4.02], [3.42, -5.37, -2.30], [3.39, -3.74, -2.96], [0.98, -5.64, -2.87], [0.94, -4.00, -3.50], [0.27, -2.87, 2.79], [1.08, -4.42, 2.74], [3.63, -1.71, 2.55], [3.06, -0.45, 2.46], [1.73, -0.64, 1.80], [3.77, 0.40, 1.64], [2.84, 0.10, 3.70], [-2.90, -3.23, 0.53], [-2.86, -1.97, -0.99], [-2.51, -3.11, -2.56], [-4.71, -1.34, -1.20], [-1.38, -0.67, -1.02], [-3.16, -4.22, 0.13], [-3.65, -2.96, 1.27], [-1.94, -3.31, 1.03], [-3.41, -3.65, -2.85], [-1.73, -3.83, -2.33], [-2.18, -2.50, -3.41], [-5.32, -2.24, -1.31], [-4.79, -0.73, -2.10], [-5.07, -0.77, -0.35], [-0.82, -1.09, -1.86], [-7.10, 0.91, 4.72], [-5.54, 0.32, 4.20], [-4.61, -0.07, 5.16], [-3.38, -0.54, 4.74], [-3.07, -0.60, 3.38], [-4.00, -0.18, 2.45], [-5.25, 0.26, 2.85], [-1.73, -1.13, 2.96], [-1.11, -1.87, 3.74], [-1.34, -0.75, 1.81], [-4.85, 0.00, 6.21], [-2.64, -0.87, 5.46], [-3.75, -0.19, 1.40], [-5.98, 0.59, 2.13]], "gap_ev": [5.77, 5.79], "s_squared": 3.8392, "spin_multiplicity": 4, "charge": -1, "max_force_ev_per_a": 1.04}

[2]
{"formula": "C4H5NO2", "method": "ωB97M-V with the def2-TZVPD basis set", "elements": ["O", "C", "C", "N", "O", "C", "C", "H", "H", "H", "H", "H"], "xyz": [[-1.92, 1.03, 0.24], [-1.25, -0.21, 0.18], [0.24, -0.06, -0.12], [0.37, 0.73, -1.35], [1.48, 0.82, -1.82], [1.33, 0.02, 0.97], [1.29, -1.03, 0.25], [-1.76, 1.45, -0.61], [-1.35, -0.67, 1.17], [-1.73, -0.88, -0.55], [1.63, 0.74, 1.71], [1.69, -1.99, 0.00]], "gap_ev": 9.00, "smiles": "O=NC1(CO)C=C1", "max_force_ev_per_a": 1.44}

[3]
{"formula": "C8H10O", "method": "ωB97M-V with the def2-TZVPD basis set", "elements": ["C", "C", "C", "C", "C", "C", "C", "C", "H", "H", "H", "H", "H", "H", "H", "H", "H", "H", "O"], "xyz": [[1.83, 0.83, -1.94], [1.25, 1.37, -0.54], [0.34, 0.81, 0.28], [0.22, -0.70, 0.10], [-0.85, -1.64, -0.58], [-1.23, -0.82, 0.54], [-1.21, -0.39, 1.91], [-0.31, 0.98, 1.67], [1.43, -0.36, -1.61], [1.03, 0.97, -2.92], [2.93, 1.41, -2.20], [1.28, 2.60, -0.69], [1.00, -1.44, 0.62], [-0.80, -2.63, -0.38], [-1.35, -1.79, -1.58], [-2.01, -0.15, -0.08], [-1.07, -0.89, 2.81], [-2.25, 0.04, 2.01], [-0.25, 1.81, 2.60]], "gap_ev": 8.78, "smiles": "C/C=C1/C(=O)C[C@@H]2C[C@@H]12", "max_force_ev_per_a": 6.71}

[4]
{"formula": "C4H11N3O", "method": "ωB97M-V with the def2-TZVPD basis set", "elements": ["C", "C", "C", "H", "H", "H", "H", "H", "H", "C", "N", "N", "O", "N", "H", "H", "H", "H", "H"], "xyz": [[1.25, -0.27, 1.51], [1.12, -0.25, 0.01], [2.19, -0.52, -0.76], [-1.21, -1.60, 0.09], [0.71, 0.58, 1.96], [2.29, -0.18, 1.83], [0.84, -1.20, 1.92], [2.11, -0.54, -1.84], [3.15, -0.79, -0.33], [-1.37, -0.53, -0.09], [-0.19, 1.34, -1.23], [-2.10, 0.03, 1.02], [-2.24, -0.42, -1.19], [-0.11, 0.07, -0.55], [-1.69, 0.19, -1.73], [0.64, 1.44, -1.82], [-0.09, 2.08, -0.53], [-3.02, -0.41, 0.96], [-2.27, 0.99, 0.74]], "gap_ev": 9.52, "smiles": "C=C(C)N(N)[C@@H](N)O", "max_force_ev_per_a": 1.74}

[5]
{"formula": "C31H40ClN3O5", "method": "ωB97M-V with the def2-TZVPD basis set", "elements": ["C", "C", "O", "C", "C", "Cl", "C", "O", "O", "C", "C", "O", "H", "H", "H", "H", "H", "H", "H", "H", "H", "H", "C", "N", "C", "O", "C", "C", "C", "C", "C", "C", "C", "C", "N", "C", "C", "C", "C", "C", "C", "C", "N", "C", "C", "C", "C", "C", "C", "C", "H", "H", "H", "H", "H", "H", "H", "H", "H", "H", "H", "H", "H", "H", "H", "H", "H", "H", "H", "H", "H", "H", "H", "H", "H", "H", "H", "H", "H", "H"], "xyz": [[2.57, 2.79, 4.43], [1.49, 3.28, 3.49], [1.89, 2.98, 2.07], [0.97, 2.27, 1.39], [1.25, 2.04, -0.16], [0.69, 3.60, -0.80], [2.86, 2.01, -0.20], [3.59, 2.50, -1.05], [3.37, 1.28, 0.80], [4.78, 0.98, 0.59], [5.32, 0.45, 1.89], [-0.02, 1.83, 1.94], [2.43, 3.32, 5.39], [2.45, 1.70, 4.62], [3.59, 2.97, 4.06], [0.53, 2.77, 3.68], [1.38, 4.37, 3.54], [4.88, 0.23, -0.21], [5.29, 1.91, 0.31], [6.33, 0.05, 1.70], [5.43, 1.26, 2.64], [4.70, -0.35, 2.33], [-3.91, -4.29, 0.13], [-3.14, -3.14, 0.56], [-3.17, -2.72, 1.87], [-3.85, -3.23, 2.76], [-2.24, -1.50, 1.96], [-1.03, -1.76, 2.87], [-1.44, -1.95, 4.32], [-2.06, -0.89, 5.00], [-2.54, -1.09, 6.30], [-2.37, -2.34, 6.92], [-1.72, -3.38, 6.25], [-1.23, -3.17, 4.96], [-1.90, -1.28, 0.55], [-1.22, -0.18, 0.21], [-0.76, 0.21, -1.01], [0.24, 1.21, -1.22], [0.41, 1.56, -2.63], [1.56, 2.11, -3.24], [1.71, 2.32, -4.60], [0.70, 1.91, -5.51], [0.86, 2.02, -6.86], [2.10, 2.38, -7.54], [-0.14, 1.54, -7.80], [-0.50, 1.41, -4.94], [-0.64, 1.31, -3.57], [-2.40, -2.29, -0.37], [-1.25, -3.09, -1.00], [-3.35, -1.73, -1.43], [-4.27, -4.79, 1.02], [-4.76, -3.98, -0.50], [-3.27, -4.97, -0.45], [-2.83, -0.64, 2.35], [-0.52, -2.66, 2.50], [-0.35, -0.90, 2.77], [-2.17, 0.07, 4.50], [-3.04, -0.28, 6.82], [-2.76, -2.50, 7.93], [-1.58, -4.35, 6.73], [-0.72, -3.97, 4.41], [-0.90, 0.38, 1.06], [-1.06, -0.43, -1.84], [1.19, 0.76, -0.35], [2.43, 2.33, -2.63], [2.65, 2.78, -4.94], [2.83, 2.82, -6.85], [2.54, 1.49, -8.04], [1.85, 3.11, -8.34], [-1.15, 1.85, -7.51], [0.10, 1.98, -8.78], [-0.12, 0.44, -7.91], [-1.29, 1.07, -5.61], [-1.59, 0.90, -3.24], [-0.69, -3.61, -0.21], [-1.66, -3.83, -1.70], [-0.56, -2.44, -1.55], [-4.31, -1.47, -0.96], [-2.96, -0.83, -1.91], [-3.52, -2.49, -2.20]], "gap_ev": 6.30, "max_force_ev_per_a": 4.19}